--- P ---
C3H9NS | ωB97M-V with the def2-TZVPD basis set

Last column: Löwdin charge in e.
Geometry (Å):
C 2.08749 -1.80201 0.35287  -0.0775
N 1.47105 -0.73778 0.60140  -0.0854
C 0.77928 -0.66576 1.88048  -0.1514
H 2.62948 -1.89193 -0.58637  0.0654
H 2.09346 -2.64928 1.04811  0.0721
H 0.94584 0.31726 2.31539  0.0707
H 1.13311 -1.41544 2.59910  0.0695
H -0.29380 -0.77188 1.73228  0.0578
C -0.46305 1.78383 -1.09373  -0.4987
S -1.77965 0.56585 -0.89870  0.6079
H 0.41186 1.48796 -0.51897  0.0000
H -0.21597 1.78103 -2.15057  0.0208
H -0.75941 2.78316 -0.78470  0.0240
H -1.96591 0.67049 0.42198  -0.1753

Calculated values
Frontier orbital gap ... 9.8005 eV
SMILES ... C=NC.CS
Charge ... 0
Highest occupied orbital energy ... -8.824 eV
LUMO ... 0.98 eV



--- Q ---
C3H9NS | ωB97M-V with the def2-TZVPD basis set

Last column: Löwdin charge in e.
Geometry (Å):
C -5.53998 -0.79268 1.48340  -0.1394
N -5.33010 -2.02394 1.83446  0.0094
H -4.63278 -0.24025 1.06931  0.0726
H -6.42609 -0.23251 1.74056  0.0496
H -6.26195 -2.31115 2.06448  0.0077
C 2.58179 0.59259 0.21447  -0.5265
S 2.02151 0.16864 -1.37127  0.7143
C 3.65628 0.61333 -2.06639  -0.4433
H 3.63979 0.59495 0.29405  0.0048
H 2.29454 1.71763 0.41405  0.0760
H 2.12915 -0.10579 0.95816  0.0418
H 3.76797 1.66862 -1.70473  0.0411
H 3.53541 0.38562 -3.14662  0.0242
H 4.56445 -0.03506 -1.78392  0.0677

Calculated values
Frontier orbital gap ... 9.3346 eV
SMILES ... C=N.CSC
Charge ... 0
Highest occupied orbital energy ... -8.412 eV
LUMO ... 0.92 eV



--- R ---
C3H9NS | ωB97M-V with the def2-TZVPD basis set

Last column: Löwdin charge in e.
Geometry (Å):
C -2.81470 1.10339 4.62642  -0.1253
N -2.38841 1.31098 3.37392  -0.0062
H -3.68868 1.61525 5.21133  0.0834
H -2.76427 0.02382 4.80982  0.0374
H -2.44903 2.19597 2.89445  0.0113
C 0.41259 -1.62951 -0.89030  -0.1664
C 1.37870 -0.44407 -1.19728  -0.8010
S 1.62620 -0.00338 -2.79531  0.7231
H -0.39133 -1.40759 -1.65155  0.0770
H 0.81304 -2.64659 -1.18245  0.0794
H 0.15410 -1.58651 0.12608  0.0421
H 0.80134 0.26772 -0.65410  0.0443
H 2.39633 -0.47962 -0.59161  0.1064
H 1.96864 -1.28408 -3.08738  -0.1055

Calculated values
Frontier orbital gap ... 9.6077 eV
SMILES ... C=N.CCS
Charge ... 0
Highest occupied orbital energy ... -8.878 eV
LUMO ... 0.73 eV



--- S ---
C3H9NS | ωB97M-V with the def2-TZVPD basis set

Last column: Löwdin charge in e.
Geometry (Å):
C -1.94008 -0.06892 -0.37516  -0.2110
N -0.85520 -0.18612 0.51987  -0.1464
C 0.49510 -0.06335 -0.21118  -0.3008
C 1.71740 -0.17283 0.73555  -0.7204
S 3.21829 0.59100 0.06195  0.4172
H -1.83786 0.91586 -1.01383  0.0985
H -2.00210 -0.85383 -1.26856  0.1099
H -2.85681 0.01423 0.17714  0.0622
H -0.95005 -1.06834 1.09629  0.1411
H 0.54594 0.91554 -0.68943  -0.0587
H 0.49490 -0.83788 -1.00152  0.1339
H 2.04765 -1.21958 1.00395  0.0804
H 1.42274 0.20076 1.84406  0.1089
H 0.50007 1.83347 -0.87913  0.2852

Calculated values
Frontier orbital gap ... 5.2760 eV
Charge ... 0
Highest occupied orbital energy ... -7.879 eV
LUMO ... -2.60 eV



Stability summary - winner: P; margin: 0.0349 hartree.



--- P ---
C3H9NS | ωB97M-V with the def2-TZVPD basis set

Last column: Löwdin charge in e.
Geometry (Å):
C 0.60262 -2.66388 0.18762  -0.7594
S 1.91496 -1.64168 0.88067  0.0948
H 0.59601 -3.63387 0.86731  0.0220
H -0.34467 -2.12284 0.45534  -0.0306
H 0.70171 -3.03084 -0.87619  0.0064
C -0.94379 0.97288 -1.01182  -0.0314
C 0.51435 1.91194 0.71516  0.0749
N -0.65287 1.64015 0.28778  -0.0461
H -1.56953 1.67698 -1.65589  0.1124
H -1.62212 0.06434 -0.87232  0.1104
H -0.00593 0.57694 -1.41359  0.0891
H 1.45648 1.62609 0.21526  0.0772
H 0.85905 2.62371 1.47843  0.1091
H -1.50628 2.00008 0.74225  0.1712

Calculated values
Frontier orbital gap ... 4.6103 eV
Charge ... 0
Highest occupied orbital energy ... -5.833 eV
LUMO ... -1.22 eV



--- Q ---
C3H9NS | ωB97M-V with the def2-TZVPD basis set

Last column: Löwdin charge in e.
Geometry (Å):
C 1.78028 1.42909 0.07925  -0.0303
C 0.57859 1.70804 0.60958  -0.3097
N -0.49657 2.08646 -0.19957  0.0069
H 2.67397 1.31469 0.66429  0.0423
H 1.71233 1.32415 -0.99894  0.0546
H 0.41810 1.75757 1.67909  0.1042
H -0.48033 2.02932 -1.19638  0.0822
H -1.12746 2.74785 0.22035  0.0826
C 0.21427 -2.08774 0.60834  -0.4717
S -0.99758 -1.42268 -0.58035  0.6081
H -0.20701 -2.17735 1.60141  0.0234
H 1.07336 -1.42532 0.57085  0.0010
H 0.44546 -3.02673 0.10858  0.0122
H -1.02723 -0.17420 -0.08963  -0.2057

Calculated values
Frontier orbital gap ... 9.3498 eV
SMILES ... C=CN.CS
Charge ... 0
Highest occupied orbital energy ... -8.360 eV
LUMO ... 0.99 eV



Stability summary - winner: Q; margin: 0.1120 hartree.



--- P ---
C4H8O | ωB97M-V with the def2-TZVPD basis set

Last column: Löwdin charge in e.
Geometry (Å):
C 2.45971 -0.12361 -0.08784  -0.0204
C 1.13342 -0.54150 0.00899  -0.1410
C 0.11435 0.60359 0.33571  -0.2298
C -1.20638 0.50061 -0.34813  -0.2565
O -2.12058 -0.63864 0.01166  -0.1149
H 2.70535 1.02657 -0.04001  0.0874
H 3.28881 -0.78987 -0.29390  0.0289
H 0.69739 -1.55028 0.01305  0.0995
H 0.54172 1.63973 0.06475  0.1299
H 0.06369 0.63310 1.45272  0.1162
H -0.99895 0.45871 -1.34464  0.0774
H -1.82291 1.40148 -0.29704  0.1136
H -2.51700 -0.34483 0.89936  0.1096

Calculated values
Frontier orbital gap ... 10.4931 eV
SMILES ... C=CCCO
Charge ... 0
Highest occupied orbital energy ... -9.540 eV
LUMO ... 0.95 eV



--- Q ---
C4H8O | ωB97M-V with the def2-TZVPD basis set

Last column: Löwdin charge in e.
Geometry (Å):
C 1.40042 0.46373 -0.61854  -0.0666
C 1.02977 -0.88803 -0.06767  -0.3986
O 0.55618 -1.78504 -0.72538  0.0239
H 0.83186 0.67625 -1.52608  0.0847
H 1.28656 1.28245 0.10289  0.0785
H 2.46444 0.38718 -0.86698  0.0841
H 1.33064 -1.05093 0.99066  0.1194
C -1.77504 0.57285 0.03995  -0.0550
C -1.19457 -0.29903 0.84779  -0.1162
H -2.66726 0.33259 -0.51615  0.0528
H -1.35707 1.57436 -0.05593  0.0568
H -0.49805 0.13669 1.54347  0.0575
H -1.42622 -1.35997 0.92319  0.0787

Calculated values
Frontier orbital gap ... 10.6814 eV
SMILES ... CC=O.C=C
Charge ... 0
Highest occupied orbital energy ... -9.764 eV
LUMO ... 0.92 eV



--- R ---
C4H8O | ωB97M-V with the def2-TZVPD basis set

Last column: Löwdin charge in e.
Geometry (Å):
C -2.28594 0.19657 0.50730  -0.1164
C 0.25244 -1.33105 -0.40763  -0.1008
C 0.32132 1.24798 -0.56532  -0.1540
C 0.14733 0.04677 0.22313  -0.2672
O -2.94671 -0.71802 0.24930  0.0353
H -2.58586 1.26148 0.63854  0.0701
H -0.61306 -1.57098 -0.96504  0.0614
H 0.40724 -2.07882 0.27295  0.0440
H 1.13190 -1.37046 -1.00029  0.0678
H -0.26038 0.80530 -1.44388  0.1095
H 1.41932 1.17804 -0.80820  0.1014
H 0.07526 2.14579 -0.12300  0.0453
H 0.28444 0.27781 1.32333  0.1036

Calculated values
Frontier orbital gap (spin up / spin down) ... 8.1930 / 8.4059 eV
Charge ... 0
Highest occupied orbital energy (spin up / spin down) ... -7.198 / -7.351 eV
LUMO (spin up / spin down) ... 0.99 / 1.05 eV



Stability summary - winner: Q; margin: 0.0024 hartree.



--- P ---
C2H2INOS2 | ωB97M-V with the def2-TZVPD basis set

Last column: Löwdin charge in e.
Geometry (Å):
C -0.42445 -0.03929 -1.31897  -0.4330
C -0.69635 -0.12353 1.03925  -0.7234
N -0.16368 0.22079 -0.13051  -0.0439
O -0.43818 -2.71815 -2.26630  -0.6157
S -2.27458 0.10026 1.41135  0.6684
S -1.61559 -1.35779 -1.74649  0.4390
I -2.49897 -0.37619 -3.73028  0.5597
H 0.06949 0.48784 -2.12272  0.0815
H 0.02289 -0.41925 1.79491  0.0676

Calculated values
Frontier orbital gap ... 7.6940 eV
Charge ... 0
Highest occupied orbital energy ... -9.347 eV
LUMO ... -1.65 eV



--- Q ---
C2H2INOS2 | ωB97M-V with the def2-TZVPD basis set

Last column: Löwdin charge in e.
Geometry (Å):
C -0.15262 0.73345 -0.28478  -0.4110
C 0.27570 3.07959 -0.77175  -0.7469
N -0.25294 1.98358 -0.76347  -0.0228
O 0.60385 -1.11705 1.32438  -0.6064
S 0.80317 4.56083 -0.69498  0.7402
S 0.80381 0.31887 1.02986  0.9352
I -1.35306 -4.58538 0.05364  0.2981
H -0.89468 -0.05407 -0.56600  0.1008
H 0.16678 -4.91982 0.67309  -0.2872

Calculated values
Frontier orbital gap (spin up / spin down) ... 7.5920 / 7.5940 eV
Charge ... 0
Highest occupied orbital energy (spin up / spin down) ... -8.853 / -8.855 eV
LUMO (spin up / spin down) ... -1.26 / -1.26 eV



Stability summary - winner: Q; margin: 0.0732 hartree.